No. 1
The following is a DFT calculation (wB97M-V/def2-TZVPD) of an isolated molecule of C3H3Br.

Atoms and positions in Å:
C  -0.676  0.079  -0.088
C  0.486  -0.642  0.006
C  -1.864  0.759  0.077
Br  -3.478  -0.126  -0.005
H  0.991  -0.837  0.921
H  1.040  -1.148  -0.697
H  -1.791  1.874  0.079

- Net charge: 0
- Calculated total energy: -73199.4044 eV
- SMILES: C=C=CBr
- Gap between HOMO and LUMO: 9.9 eV

No. 2
The following is a DFT calculation (wB97M-V/def2-TZVPD) of a cluster of 2 separate species, C4H13N2O in total.

Atoms and positions in Å:
C  -1.585  1.365  -1.508
C  -1.222  0.176  -0.618
C  0.207  -0.026  -0.488
C  0.947  -0.925  -1.228
N  2.097  -1.430  -0.914
N  0.575  0.646  0.783
H  -0.830  1.729  -2.106
H  -2.086  2.082  -0.907
H  -2.531  1.067  -2.107
H  -1.830  0.306  0.339
H  -1.777  -0.757  -0.992
H  0.443  -1.387  -2.153
H  2.763  -1.079  -0.248
H  2.619  -1.943  -1.641
H  0.176  1.577  1.102
H  0.284  -0.029  1.518
H  1.560  0.684  0.856
H  0.553  -1.221  3.598
H  -0.469  -0.167  3.677
O  0.106  -0.666  3.038

- Net charge: +1
- Calculated total energy: -9378.4965 eV
- Gap between HOMO and LUMO: 8.7 eV

No. 3
The following is a DFT calculation (wB97M-V/def2-TZVPD) of the ion C4H9N2S with charge +1.

Atoms and positions in Å:
C  2.475  -0.715  -0.353
C  -0.182  1.562  -0.033
C  1.330  1.353  0.013
C  -2.664  -1.363  0.181
N  -0.898  0.491  0.139
N  1.476  -0.071  0.100
S  -2.522  0.430  -0.111
H  2.241  -1.822  -0.225
H  3.384  -0.248  -0.594
H  -0.689  2.493  -0.090
H  1.733  1.735  -1.004
H  1.903  1.731  0.799
H  -3.212  -1.381  1.126
H  -1.616  -1.843  0.479
H  -3.175  -2.000  -0.655
H  0.414  -0.352  0.227

- Net charge: +1
- Calculated total energy: -18100.0643 eV
- SMILES: C=[NH+]C/C=N/SC
- Gap between HOMO and LUMO: 7.7 eV

No. 4
The following is a DFT calculation (wB97M-V/def2-TZVPD) of a cluster of 2 separate species, C15H17O4 in total.

Atoms and positions in Å:
C  3.279  -1.411  -0.713
C  4.183  -2.318  -1.539
O  4.202  -1.957  -2.943
C  3.033  -1.637  -3.569
O  3.009  -1.494  -4.783
C  1.845  -1.441  -2.708
C  1.944  -1.307  -1.372
H  3.188  -1.815  0.298
H  3.760  -0.423  -0.626
H  5.227  -2.258  -1.219
H  3.851  -3.362  -1.443
H  0.917  -1.298  -3.257
H  1.076  -1.065  -0.754
C  -3.322  -0.077  -3.134
C  -3.199  -0.112  -1.636
O  -2.171  0.790  -1.196
C  -2.186  0.835  0.174
C  -1.071  1.524  0.772
C  -0.893  1.579  2.156
C  -1.889  1.137  3.100
C  -1.659  1.180  4.465
C  -0.434  1.649  4.965
C  0.565  2.075  4.073
C  0.344  2.063  2.704
O  -3.111  0.276  0.784
H  -3.913  -0.941  -3.441
H  -3.870  0.811  -3.457
H  -2.360  -0.119  -3.650
H  -4.156  0.174  -1.188
H  -2.937  -1.125  -1.300
H  -0.361  1.991  0.105
H  -2.820  0.740  2.705
H  -2.442  0.838  5.145
H  -0.259  1.682  6.039
H  1.528  2.420  4.452
H  1.103  2.395  1.990

- Net charge: -1
- Calculated total energy: -24021.3539 eV
- Gap between HOMO and LUMO: 5.1 eV

No. 5
The following is a DFT calculation (wB97M-V/def2-TZVPD) of an isolated molecule of C4H6ClNO.

Atoms and positions in Å:
C  0.775  -0.513  3.442
C  -0.480  0.977  -0.673
C  0.724  0.791  0.189
C  1.375  -0.567  2.125
N  0.535  -0.506  4.569
O  0.552  -0.382  1.009
Cl  2.705  0.625  2.284
H  -0.670  2.031  -0.831
H  -0.476  0.448  -1.582
H  -1.408  0.588  -0.089
H  0.969  1.745  0.673
H  1.522  0.835  -0.547
H  1.911  -1.546  2.081

- Net charge: 0
- Calculated total energy: -20303.4249 eV
- SMILES: CCO[C@@H](Cl)C#N
- Gap between HOMO and LUMO: 11.4 eV

No. 6
The following is a DFT calculation (wB97M-V/def2-TZVPD) of a cluster of 2 separate species, C3H4FNO3 in total.

Atoms and positions in Å:
C  1.309  1.769  0.287
C  -2.418  -1.067  -0.519
C  1.498  0.522  -0.104
N  0.874  -0.627  0.540
O  0.251  -0.406  1.553
O  1.025  -1.705  0.024
O  -1.702  -0.129  -0.697
F  2.264  0.161  -1.125
H  1.780  2.588  -0.227
H  0.665  1.969  1.125
H  -2.312  -2.011  -1.077
H  -3.235  -1.063  0.220

- Net charge: 0
- Calculated total energy: -13521.1776 eV
- SMILES: C=C(F)[N+](=O)[O-].C=O
- Gap between HOMO and LUMO: 9.8 eV

Relative energy (zero: lowest compared OMol25 entry of this formula, charge and spin) per entry: 13.2, 71.2, 79.8, 2.5, 56.6, 126.0 kcal per mole